Entry from the Open Molecules 2025 dataset: a cluster of 6 separate species, C35H71ClN5O12S in total at a distorted geometry (the ωB97M-V functional and the def2-TZVPD basis).

Summary:
* highest occupied orbital energy: -11.18 eV
* Kohn-Sham gap: 8.479 eV
* E_LUMO: -2.7 eV
* electronic energy: -92818.831 eV
* total charge: +1

The geometry in XYZ format:
```
125
Properties=species:S:1:pos:R:3:forces:R:3:mulliken_charge:R:1
C 7.479 -5.055 3.649 0.106 -0.233 -0.315 -1.381
C 7.301 -4.889 2.133 -0.128 0.005 0.280 -0.594
C 6.024 -4.123 1.785 0.066 -0.413 0.106 -0.245
Cl 4.622 -5.114 2.369 0.042 0.027 0.020 -0.124
C 5.752 -3.771 0.301 -0.057 0.155 -0.213 0.149
C 6.794 -4.339 -0.670 -0.352 -0.707 -0.207 -0.130
N 6.555 -5.756 -0.881 0.158 0.337 0.141 -0.676
N 6.709 -3.680 -2.014 0.344 1.331 0.933 -0.165
C 5.788 -2.739 -2.295 0.084 0.379 -0.293 0.324
N 5.634 -2.360 -3.569 -0.045 -0.234 0.233 -0.249
S 6.437 -3.039 -4.920 0.237 0.079 -0.123 -0.116
N 5.013 -2.123 -1.362 -0.079 -1.440 0.224 0.561
C 3.544 -2.360 -1.513 -0.181 0.719 -0.462 -1.166
C 2.707 -1.074 -1.382 -0.174 -0.134 -0.092 -0.789
C 1.346 -1.242 -0.695 -0.086 0.104 -0.323 0.061
C 0.581 -2.520 -1.045 -0.242 0.216 0.248 -0.500
O -0.805 -2.168 -1.242 0.275 0.039 -0.103 -0.362
C -1.687 -2.896 -0.491 -0.222 0.006 0.395 0.671
C -2.068 -4.243 -1.031 -0.025 -0.161 -0.267 -1.008
O -2.134 -2.448 0.525 -0.002 0.007 -0.111 -0.497
C 5.605 -2.271 0.001 0.298 0.194 0.064 -1.112
C 4.960 -1.350 1.038 0.013 -0.097 0.215 -2.000
C 3.691 -1.785 1.776 -0.123 0.811 0.351 -0.171
N 3.080 -0.579 2.369 -0.003 -0.138 -0.474 -0.769
H 7.177 -4.164 4.199 0.067 -0.006 0.027 0.335
H 6.896 -5.907 3.995 -0.095 0.163 0.111 0.352
H 8.523 -5.281 3.865 -0.028 0.107 0.081 0.401
H 8.161 -4.351 1.721 -0.060 -0.009 0.001 0.343
H 7.260 -5.890 1.699 0.166 0.143 -0.187 0.247
H 6.013 -3.232 2.408 -0.112 0.071 -0.138 0.460
H 4.816 -4.260 0.017 -0.045 0.101 0.111 0.643
H 7.813 -4.164 -0.321 -0.084 0.184 -0.012 0.505
H 5.942 -6.142 -0.175 0.000 -0.078 -0.011 0.298
H 7.417 -6.284 -0.895 -0.063 -0.127 -0.043 0.291
H 7.624 -3.437 -2.384 -0.110 -0.523 -0.546 0.401
H 4.994 -1.600 -3.747 -0.001 0.000 -0.013 0.306
H 6.276 -4.327 -4.575 -0.224 -0.045 0.025 0.161
H 3.401 -2.740 -2.526 0.023 -0.176 0.126 0.978
H 3.205 -3.154 -0.845 0.229 0.077 0.219 0.167
H 2.514 -0.693 -2.391 0.148 -0.001 0.027 0.409
H 3.282 -0.300 -0.878 -0.078 -0.020 0.050 0.236
H 1.430 -1.115 0.383 -0.059 -0.107 -0.052 -0.138
H 0.717 -0.415 -1.018 0.086 -0.045 0.073 0.346
H 0.634 -3.227 -0.211 0.143 -0.158 -0.189 0.400
H 0.940 -2.999 -1.961 0.025 -0.016 0.011 0.133
H -1.799 -5.011 -0.305 -0.056 0.020 0.009 0.302
H -3.152 -4.269 -1.158 0.053 -0.028 0.080 0.323
H -1.601 -4.465 -1.989 0.032 0.056 0.072 0.328
H 6.626 -1.883 -0.109 -0.083 0.078 -0.064 0.351
H 4.792 -0.376 0.572 0.054 -0.095 -0.082 0.783
H 5.722 -1.162 1.800 -0.042 0.068 -0.057 0.779
H 3.973 -2.415 2.620 -0.194 -0.317 -0.200 0.301
H 2.979 -2.309 1.135 0.186 -0.289 -0.053 0.290
H 2.111 -0.769 2.607 0.100 -0.027 0.273 0.286
H 3.015 0.153 1.665 0.000 0.041 0.057 0.269
O 10.374 2.331 -7.361 0.059 0.016 0.019 -0.536
C 9.252 1.919 -7.390 -0.049 0.034 -0.154 0.699
O 9.011 0.684 -6.880 0.063 -0.053 0.170 -0.391
C 7.701 0.163 -6.690 -0.147 -0.049 -0.074 -0.160
C 7.158 -0.501 -7.940 0.069 0.035 -0.059 -0.963
C 8.123 2.689 -8.032 -0.092 0.076 0.241 -0.885
H 7.026 0.932 -6.309 0.011 0.025 -0.041 0.339
H 7.817 -0.579 -5.899 0.058 0.013 0.016 0.094
H 7.041 0.214 -8.754 -0.049 0.019 0.017 0.339
H 6.185 -0.955 -7.743 -0.003 0.002 0.008 0.323
H 7.844 -1.277 -8.279 -0.008 -0.024 0.024 0.291
H 8.113 2.463 -9.098 -0.003 -0.010 -0.017 0.254
H 8.326 3.749 -7.904 0.088 -0.004 -0.084 0.306
H 7.140 2.479 -7.618 -0.001 -0.065 -0.068 0.302
O 0.851 1.510 0.238 0.169 0.060 0.037 -0.629
C -0.046 2.296 0.044 -0.128 0.001 0.292 0.690
O 0.274 3.543 -0.317 0.120 -0.037 -0.229 -0.338
C -0.703 4.507 -0.743 -0.162 0.193 0.009 -0.493
C -1.347 5.213 0.428 0.080 -0.107 0.204 -0.672
C -1.487 1.918 0.273 -0.062 -0.112 -0.358 -0.667
H -1.442 4.040 -1.396 0.012 -0.076 0.038 0.364
H -0.141 5.209 -1.356 0.072 -0.030 0.026 0.318
H -1.909 4.525 1.057 -0.100 0.035 -0.052 0.116
H -2.033 5.985 0.081 -0.005 -0.006 -0.028 0.286
H -0.581 5.680 1.048 0.011 0.055 -0.051 0.315
H -1.732 2.072 1.323 -0.029 0.056 0.003 0.266
H -1.603 0.861 0.038 0.075 -0.031 0.130 0.112
H -2.195 2.478 -0.332 -0.016 0.094 0.116 0.313
O -4.125 3.536 2.005 0.122 -0.010 -0.093 -0.553
C -5.019 4.321 1.817 -0.173 -0.009 0.222 0.847
O -4.699 5.582 1.467 0.148 -0.052 -0.195 -0.327
C -5.681 6.537 1.044 -0.118 0.202 0.058 -0.470
C -6.331 7.243 2.215 0.051 -0.114 0.113 -0.799
C -6.465 3.960 2.042 0.171 -0.195 -0.417 -1.187
H -6.416 6.066 0.389 0.005 -0.039 0.025 0.357
H -5.124 7.248 0.436 0.053 -0.032 0.008 0.340
H -6.890 6.552 2.845 -0.069 0.017 -0.042 0.148
H -7.021 8.008 1.857 0.001 0.005 -0.014 0.351
H -5.569 7.721 2.830 0.004 0.039 -0.034 0.314
H -6.702 4.115 3.091 -0.060 0.049 0.040 0.321
H -6.585 2.906 1.805 0.055 -0.026 0.114 0.394
H -7.164 4.528 1.437 -0.032 0.087 0.121 0.285
O -8.799 4.901 3.724 -0.037 0.013 0.038 -0.543
C -9.839 5.233 3.221 -0.129 0.009 0.181 0.868
O -9.915 6.456 2.665 0.125 0.014 -0.158 -0.305
C -11.043 6.896 1.897 -0.155 0.083 -0.031 -0.425
C -12.137 7.471 2.770 0.045 -0.049 0.116 -1.015
C -11.063 4.350 3.261 0.043 -0.098 -0.258 -1.237
H -11.406 6.093 1.256 0.004 -0.022 0.032 0.354
H -10.642 7.667 1.242 0.053 0.001 0.025 0.337
H -12.550 6.721 3.445 -0.032 -0.022 -0.042 0.273
H -12.947 7.858 2.152 0.003 0.007 -0.015 0.376
H -11.744 8.284 3.379 -0.001 0.028 -0.031 0.305
H -11.586 4.532 4.199 -0.014 0.011 0.012 0.302
H -10.733 3.315 3.243 0.040 0.011 0.118 0.315
H -11.754 4.503 2.436 -0.043 0.065 0.063 0.375
O -6.154 -6.725 4.177 -0.013 -0.061 0.007 -0.550
C -5.868 -5.586 3.941 0.153 0.006 -0.066 0.735
O -6.678 -4.872 3.131 -0.149 0.005 0.068 -0.362
C -6.516 -3.467 2.917 0.053 0.124 -0.088 -0.587
C -5.519 -3.175 1.816 0.072 -0.096 -0.022 -0.698
C -4.596 -4.956 4.462 -0.135 0.120 0.218 -0.865
H -6.258 -2.961 3.848 0.024 -0.023 0.003 0.384
H -7.506 -3.114 2.632 -0.027 -0.063 -0.004 0.310
H -4.519 -3.527 2.070 0.020 0.067 0.027 0.168
H -5.460 -2.104 1.626 -0.002 0.009 0.006 0.358
H -5.822 -3.677 0.896 -0.045 0.029 -0.004 0.299
H -3.788 -5.186 3.769 0.010 0.007 -0.020 0.207
H -4.370 -5.408 5.424 0.028 -0.105 -0.055 0.303
H -4.648 -3.879 4.596 0.040 0.003 -0.090 0.307
```
Positions in Å, forces in eV/Å.